No. 1
ORCA calculation (wB97M-V/def2-TZVPD) on a structure of composition C20H36Br8F4N3O4Si2 at a distorted geometry.

Calculated values
spin multiplicity	1
gap between HOMO and LUMO	0.2586	hartree
LUMO level	1.89	eV
charge	-1

Geometry (Å):
C1 3.38025 -1.62278 3.29686
Si1 1.82629 -1.18323 2.17789
N1 1.92002 -2.39204 0.79872
C2 1.13423 -1.85690 -0.19355
O1 0.18414 -1.32841 -1.00311
O2 1.90949 0.39491 1.44149
Si2 1.47311 1.70973 2.51528
C3 2.27176 3.29826 1.66159
C4 2.85522 2.90484 0.14407
N2 2.54140 3.63110 -0.98607
C5 -0.43542 2.12289 2.51127
C6 -1.29103 1.40227 3.69870
C7 -2.63708 2.29136 4.14142
C8 -3.55546 2.76487 2.87161
C9 -4.68156 1.64779 2.38924
N3 -4.08895 0.32914 1.94319
C10 2.26833 1.66755 4.26346
F1 1.97677 3.01367 4.88637
F2 1.72571 0.66640 5.20301
C11 3.93851 1.60532 4.19422
F3 4.56754 2.88912 4.63992
F4 4.45656 1.32235 2.83584
C12 0.19717 -1.59359 3.11494
O3 0.02844 -1.67269 4.43833
O4 -0.99716 -1.89994 2.25965
H1 3.38381 -2.80090 3.41078
H2 3.31714 -1.15556 4.36746
H3 4.35377 -1.30699 2.71994
H4 1.53280 4.20611 1.64140
H5 3.23899 3.66097 2.25985
H6 3.54517 1.93702 0.03761
H7 3.04656 3.15427 -1.78443
H8 -0.87678 1.98378 1.42528
H9 -0.48910 3.29693 2.72010
H10 -1.74668 0.40314 3.22986
H11 -0.71683 1.20594 4.69802
H12 -3.29968 1.52143 4.76873
H13 -2.33876 3.13961 4.89063
H14 -4.19385 3.69923 3.25262
H15 -2.96475 3.14485 1.93610
H16 -5.56535 1.51429 3.17340
H17 -5.20279 2.12733 1.42904
H18 -4.79823 -0.21839 1.37194
H19 -3.82088 -0.25617 2.77011
H20 4.31824 0.75062 4.92197
Br1 -1.42837 -5.12035 -4.44834
C13 -0.05331 -4.42783 -3.25033
C14 1.15523 -3.95109 -4.02222
Br2 2.24353 -5.45233 -4.62685
H21 0.17364 -5.22018 -2.53275
H22 -0.52894 -3.59326 -2.72525
H23 1.81513 -3.36231 -3.37832
H24 0.90031 -3.36371 -4.90871
Br3 -2.02100 1.15759 -6.68018
C15 -1.90986 -0.68772 -6.05718
C16 -0.80236 -0.85696 -5.04304
Br4 0.94550 -0.89851 -5.90732
H25 -1.78892 -1.31693 -6.94244
H26 -2.88404 -0.89225 -5.60158
H27 -0.89110 -1.82117 -4.53396
H28 -0.77099 -0.05812 -4.29690
Br5 -1.12100 -4.46373 -0.22772
C17 -1.00986 -6.30903 0.39528
C18 0.09764 -6.47827 1.40942
Br6 1.84550 -6.51982 0.54514
H29 -0.88892 -6.93824 -0.48998
H30 -1.98404 -6.51356 0.85088
H31 0.00890 -7.44248 1.91850
H32 0.12901 -5.67943 2.15556
Br7 -0.42998 3.99990 -4.01395
C19 -0.96965 4.58186 -5.79600
C20 0.15581 5.30409 -6.49985
Br8 0.36334 7.12007 -5.81953
H33 -1.86865 5.19116 -5.67437
H34 -1.22914 3.66118 -6.32839
H35 -0.06932 5.42276 -7.56379
H36 1.12482 4.80920 -6.39053

Forces on atoms 1 to 2 (eV/Å):
0.44 -0.46 -0.22
0.52 -0.46 -0.12

Mulliken population analysis, charges in e, atoms 1 to 2: C -0.8042; Si 0.4361

No. 2
ORCA calculation (wB97M-V/def2-TZVPD) on a structure of composition C20H36Cl2N2O3PYb at a distorted geometry.

Calculated values
spin multiplicity	2
expectation value of S²	0.7555
gap between HOMO and LUMO (alpha / beta)	0.2236 / 0.2215	hartree
ΔE to the lowest compared entry with this formula, charge and spin	0.0	kcal/mol
LUMO level (alpha / beta)	0.45 / 0.40	eV

Geometry (Å):
O1 1.04334 1.22656 -0.59067
C1 2.13997 1.31915 -1.19546
C2 2.16502 1.44846 -2.71632
C3 1.67014 0.41551 -3.51002
H1 1.29850 -0.44742 -2.96944
C4 1.62704 0.51598 -4.90273
H2 1.22512 -0.33377 -5.43797
C5 2.07709 1.67111 -5.56862
H3 2.15998 1.65893 -6.64438
C6 2.50050 2.75915 -4.80103
H4 2.77019 3.71955 -5.28003
C7 2.53775 2.65168 -3.38752
H5 2.80158 3.54153 -2.78593
H6 3.60830 2.07768 -0.66928
C8 4.82636 0.30837 -0.72413
C9 3.53547 1.06266 -0.37561
H7 5.40409 0.24578 0.24511
H8 5.44686 0.79750 -1.49635
H9 4.58967 -0.66940 -1.16428
C10 3.06335 1.03749 0.93483
C11 3.51319 0.24245 2.07974
H10 2.25248 1.73185 1.18200
H11 4.59942 0.11072 2.21668
H12 3.06204 -0.76018 2.04504
H13 3.12581 0.79784 2.94331
Yb1 -0.62976 -0.24683 -0.25266
Cl1 0.30115 -2.29063 -1.64980
Cl2 -2.04588 1.80681 -1.23087
C12 0.58722 -2.60561 1.45155
O2 0.30298 -1.38770 1.41532
N1 0.29790 -3.43851 2.45973
C13 -0.51996 -3.06661 3.61075
C14 0.79519 -4.79755 2.52871
H14 1.10381 -3.09121 0.60825
H15 -0.80328 -2.01646 3.55057
H16 0.07916 -3.22921 4.52809
H17 -1.43525 -3.69001 3.60325
H18 1.38731 -5.03301 1.64484
H19 -0.06083 -5.48412 2.55832
H20 1.42435 -4.91521 3.42220
H21 -2.14709 2.28538 4.70327
H22 -3.61079 3.80953 2.90647
C15 -1.28885 2.45647 4.03510
C16 -2.59215 3.94961 2.52413
N2 -1.77335 2.75605 2.68578
H23 -0.62849 1.57877 4.02100
C17 -1.42586 2.04027 1.63260
O3 -0.68869 1.03936 1.65706
H24 -2.68832 4.24427 1.46415
H25 -1.92384 2.42135 0.68464
H26 -0.74990 3.34954 4.39844
H27 -2.12882 4.78047 3.06552
C18 -5.22770 -0.38908 -1.12452
P1 -3.51029 -0.94938 -0.85528
C19 -3.75670 -2.77336 -0.65163
C20 -2.99280 -1.01321 -2.61501
H28 -5.82328 -0.62994 -0.24012
H29 -5.61145 -0.88419 -2.02267
H30 -5.19104 0.69762 -1.24917
H31 -4.54110 -3.11277 -1.35141
H32 -2.79239 -3.27004 -0.86227
H33 -4.03575 -2.96586 0.40006
H34 -3.82569 -1.51796 -3.15933
H35 -2.84499 0.01946 -3.00034
H36 -2.02807 -1.56571 -2.72162

Forces on atoms 1 to 2 (eV/Å):
3.40 1.10 -1.90
-1.50 -3.65 -0.61

Mulliken population analysis, charges in e, atoms 1 to 2: O -0.0584; C -0.0697

No. 3
ORCA calculation (wB97M-V/def2-TZVPD) on a cluster of 10 separate species, C20H36F3N9O24P in total at a distorted geometry.

Calculated values
spin multiplicity	1
gap between HOMO and LUMO	0.2600	hartree
LUMO level	1.16	eV
charge	-1

Geometry (Å):
C1 6.92294 -0.53374 1.33410
P1 5.54092 0.45495 0.62152
O1 6.30806 1.45460 -0.48762
C2 4.53717 -0.66253 -0.42956
C3 3.56168 -0.14811 -1.17988
C4 3.19209 1.29861 -1.21958
C5 1.68971 1.56378 -1.33485
O2 1.42059 2.67757 -2.15487
C6 1.06906 1.82996 0.03369
F1 -0.23528 2.13617 -0.10532
F2 1.10083 0.72349 0.77352
F3 1.64409 2.82561 0.70211
C7 2.79503 -1.11921 -2.05154
O3 2.48627 -0.79084 -3.18171
C8 2.52638 -2.43215 -1.43306
C9 3.47868 -2.94864 -0.66508
C10 3.27775 -4.31558 -0.00831
O4 2.82472 -5.20992 -0.76029
O5 3.54118 -4.39775 1.21467
C11 4.73829 -2.15480 -0.50303
O6 5.83443 -2.67258 -0.47033
H1 6.71620 -1.58990 1.40537
H2 7.10298 -0.12273 2.32038
H3 7.81687 -0.33319 0.74595
H4 6.74298 0.88192 -1.13168
H5 3.55470 1.83537 -0.35275
H6 3.68644 1.75448 -2.06850
H7 1.11795 0.73907 -1.74751
H8 1.96833 3.41577 -1.86896
H9 1.58621 -2.92771 -1.61665
C12 3.83182 5.43138 0.40511
N1 4.53221 4.97958 -0.82688
O7 4.14895 3.95576 -1.36282
O8 5.44955 5.66528 -1.21367
H10 3.04350 4.72740 0.63436
H11 4.56886 5.46460 1.20150
H12 3.42957 6.41998 0.20443
C13 -0.07298 -7.02836 -0.67274
N2 -1.18775 -6.17803 -1.16092
O9 -2.09625 -5.92442 -0.38658
O10 -1.13439 -5.78973 -2.30616
H13 -0.27174 -7.29508 0.35595
H14 -0.04247 -7.90816 -1.30184
H15 0.85186 -6.45462 -0.75367
C14 -3.91351 -8.84428 -0.69518
N3 -2.82523 -9.68624 -0.12857
O11 -3.13551 -10.69570 0.46776
O12 -1.69411 -9.28955 -0.30501
H16 -4.86397 -9.31041 -0.46387
H17 -3.83312 -7.86071 -0.23944
H18 -3.75490 -8.78666 -1.76786
C15 -3.07316 2.55100 -0.21599
N4 -4.16678 3.45917 -0.65544
O13 -5.03961 3.72999 0.14286
O14 -4.11266 3.87460 -1.79402
H19 -3.25667 2.26659 0.81319
H20 -3.08639 1.68449 -0.87015
H21 -2.14394 3.09490 -0.31082
C16 -5.89324 6.55250 -1.85304
N5 -5.31783 7.73082 -2.55547
O15 -5.76299 8.01892 -3.65074
O16 -4.43244 8.33836 -1.98970
H22 -6.66094 6.11880 -2.47770
H23 -5.08612 5.84507 -1.68998
H24 -6.31311 6.89660 -0.91208
C17 -5.27856 4.37839 -6.01622
N6 -5.66362 3.53317 -4.85346
O17 -5.26938 2.38742 -4.83216
O18 -6.34713 4.05902 -4.00375
H25 -4.67222 3.78276 -6.68825
H26 -6.19476 4.70463 -6.49856
H27 -4.72003 5.22631 -5.63083
C18 5.19589 -4.48719 3.40463
N7 5.61260 -3.21165 4.04108
O19 5.11330 -2.91167 5.10639
O20 6.43693 -2.53353 3.45590
H28 4.46943 -4.96606 4.04743
H29 4.75495 -4.25621 2.43233
H30 6.08914 -5.09696 3.29700
C19 2.61088 -4.33654 8.11451
N8 3.83925 -4.98115 7.57834
O21 4.77593 -5.13195 8.33736
O22 3.81305 -5.30450 6.41603
H31 2.77441 -4.09892 9.15897
H32 2.43656 -3.43824 7.52975
H33 1.79468 -5.04248 7.99560
C20 -10.15250 6.46991 0.44673
N9 -8.76932 6.28512 -0.06938
O23 -8.61814 5.55490 -1.02291
O24 -7.88799 6.88682 0.51184
H34 -10.82719 5.87952 -0.16156
H35 -10.16120 6.13543 1.47955
H36 -10.38673 7.52791 0.37855

Forces on atoms 1 to 2 (eV/Å):
-0.16 0.63 -0.48
-0.21 0.55 0.57

Mulliken population analysis, charges in e, atoms 1 to 2: C -0.9033; P 0.1270

Q: Which value of spin multiplicity does entry 3 give?
A: 1

Q: What is the formula in the second record?
A: C20H36Cl2N2O3PYb

Q: What is the spin multiplicity in the third record?
A: 1

Q: Number 2 is which compound?
A: C20H36Cl2N2O3PYb